Molecular formula: C22H32N4O3
Method: DFT, ωB97M-V/def2-TZVPD

```
61
Properties=species:S:1:pos:R:3:forces:R:3
C -5.2005 -6.3188 4.9406 0.17 0.20 -0.01
C -4.5046 -5.2307 4.1315 -0.27 -0.17 -0.10
C -5.1178 -5.0922 2.7393 0.36 0.13 0.02
C -4.3495 -4.1363 1.8292 -0.21 0.07 0.08
C -4.4025 -2.6904 2.3208 -0.11 -0.33 0.17
N -3.7627 -1.7927 1.3658 -0.01 -0.07 0.22
C -4.5721 -1.2388 0.3917 0.02 0.28 -0.28
O -5.7605 -1.4480 0.3222 -0.29 -0.12 0.01
N -3.9402 -0.4113 -0.5039 -0.25 0.14 -0.27
C -2.5975 -0.1285 -0.4996 0.61 -0.09 0.31
C -2.0235 0.7144 -1.4463 0.12 0.06 -0.02
C -0.6653 0.9838 -1.4092 -0.32 -0.35 0.12
C -0.1150 1.8790 -2.4797 0.01 0.20 0.13
O -0.6330 1.9554 -3.5780 -0.17 -0.08 -0.21
N 0.9506 2.6152 -2.1074 0.22 0.06 0.19
C 1.7518 3.3721 -3.0372 0.18 -0.08 -0.24
C 3.1561 2.7542 -3.1060 -0.30 0.18 -0.01
N 3.6877 2.6201 -1.7628 -0.04 -0.08 -0.18
C 4.5401 1.4697 -1.5559 0.22 -0.20 -0.05
C 5.9102 1.5847 -2.2473 -0.17 0.07 0.03
C 6.4079 3.0354 -2.1889 0.05 0.00 0.14
C 5.7731 3.7648 -1.0083 -0.06 0.05 -0.38
C 4.2488 3.8471 -1.1936 -0.05 0.18 0.56
C 3.5582 4.1542 0.1383 0.17 0.13 -0.36
C 0.1390 0.3863 -0.4339 -0.02 0.07 -0.04
C -0.4251 -0.4527 0.5013 -0.22 -0.04 0.03
C -1.7952 -0.7122 0.4860 0.16 0.25 -0.33
C -2.3924 -1.6056 1.4846 0.06 0.06 -0.01
O -1.7613 -2.1501 2.3653 0.07 -0.03 0.01
H -6.2592 -6.0934 5.0505 -0.13 -0.03 0.04
H -5.1068 -7.2832 4.4458 -0.02 -0.12 -0.02
H -4.7620 -6.3985 5.9325 -0.02 -0.08 0.12
H -4.5842 -4.2837 4.6672 0.10 0.06 0.03
H -3.4438 -5.4709 4.0351 0.08 0.08 0.01
H -6.1517 -4.7515 2.8282 -0.11 -0.05 -0.02
H -5.1347 -6.0765 2.2653 -0.09 -0.03 0.00
H -3.3051 -4.4487 1.7632 0.03 0.00 -0.05
H -4.7840 -4.1734 0.8273 0.06 0.03 -0.03
H -3.8659 -2.5864 3.2645 -0.12 0.04 -0.10
H -5.4388 -2.3675 2.4329 0.14 -0.01 0.03
H -4.5291 -0.0064 -1.2197 0.00 -0.15 0.19
H -2.6240 1.1638 -2.2230 -0.05 0.04 -0.11
H 1.4071 2.4471 -1.2227 -0.12 -0.09 -0.04
H 1.8085 4.4121 -2.7008 0.01 -0.02 -0.11
H 1.2615 3.3359 -4.0114 0.05 0.10 0.09
H 3.7871 3.3637 -3.7698 0.02 -0.06 0.01
H 3.0701 1.7562 -3.5414 0.00 0.02 -0.03
H 4.6817 1.3644 -0.4768 0.00 -0.11 -0.01
H 4.0143 0.5774 -1.9057 0.01 0.01 0.12
H 5.8333 1.2616 -3.2864 0.04 -0.08 0.00
H 6.6138 0.9194 -1.7451 0.04 -0.07 -0.04
H 7.4953 3.0589 -2.1049 -0.01 0.04 -0.09
H 6.1407 3.5605 -3.1091 0.04 0.02 -0.03
H 6.1769 4.7751 -0.9281 -0.01 0.00 0.11
H 6.0131 3.2378 -0.0830 0.00 0.02 0.12
H 4.0362 4.6680 -1.8887 0.04 -0.06 -0.01
H 3.9910 5.0438 0.5888 0.02 0.13 0.15
H 3.6824 3.3218 0.8269 0.03 -0.12 0.09
H 2.4947 4.3230 -0.0113 -0.14 0.03 0.02
H 1.2058 0.5525 -0.4226 0.11 0.02 0.00
H 0.1708 -0.9309 1.2635 0.05 -0.05 0.05
```
Forces are in eV/Å.

ΔE to the lowest compared entry with this formula, charge and spin: 22.65 kJ/mol
Frontier orbital gap: 8.717 eV
Calculated total energy: -1302.36342 hartree
Charge: 0
Structure (SMILES): CCCCCn1c(=O)[nH]c2cc(C(=O)NCCN3CCCC[C@@H]3C)ccc2c1=O

Results of the Löwdin charge analysis, in e, for atoms 1 through 6: C -0.12; C -0.27; C -0.22; C -0.17; C -0.13; N 0.07